Here is a structure of composition C38H36O9PS3V in a non-equilibrium geometry from the Open Molecules 2025 dataset. Energies are from ωB97M-V/def2-TZVPD.

Last column: Mulliken charge in e.
Geometry (Å):
V1 1.427 -1.019 0.004  0.64
C1 -4.321 -4.170 -0.902  -0.77
O1 -4.117 -4.044 0.507  -0.45
C2 -3.057 -3.372 0.948  0.92
C3 -2.896 -3.343 2.345  -1.12
C4 -1.815 -2.711 2.891  -1.31
C5 -0.852 -2.078 2.080  0.55
C6 0.322 -1.493 2.628  1.45
C7 0.517 -1.310 4.084  -1.91
O2 1.282 -1.081 1.892  -0.05
C8 -1.107 -2.068 0.700  0.61
O3 -0.191 -1.412 -0.085  -0.41
C9 -2.156 -2.713 0.110  -0.81
H1 -5.184 -4.816 -1.016  0.26
H2 -3.452 -4.626 -1.376  0.32
H3 -4.528 -3.197 -1.348  0.31
H4 -3.632 -3.839 2.961  0.52
H5 -1.698 -2.711 3.964  0.39
H6 0.176 -2.167 4.657  0.57
H7 -0.071 -0.434 4.380  0.33
H8 1.566 -1.121 4.295  0.36
H9 -2.276 -2.662 -0.960  0.57
O4 4.642 -1.449 -1.931  -0.67
S1 3.621 -0.671 -1.333  1.67
O5 2.220 -0.823 -1.893  -0.62
O6 3.360 -0.960 0.156  -0.50
C10 4.029 1.010 -1.347  0.61
C11 5.281 1.385 -1.818  -0.51
C12 5.633 2.722 -1.747  -0.73
C13 4.743 3.644 -1.215  -0.75
C14 3.495 3.249 -0.750  -0.32
C15 3.113 1.916 -0.799  -1.25
P1 1.407 1.443 -0.208  2.50
C16 1.363 2.418 1.312  0.69
C17 0.639 3.595 1.457  0.11
C18 0.703 4.297 2.649  -0.79
C19 1.493 3.835 3.694  -0.67
C20 2.240 2.676 3.539  -0.79
C21 2.177 1.969 2.347  -0.92
C22 0.396 2.112 -1.559  0.61
C23 0.913 2.070 -2.858  -0.57
C24 0.186 2.603 -3.909  -0.84
C25 -1.055 3.185 -3.675  -0.67
C26 -1.580 3.203 -2.393  -0.71
C27 -0.865 2.654 -1.338  -0.35
H10 5.950 0.642 -2.229  0.62
H11 6.602 3.043 -2.104  0.43
H12 5.023 4.688 -1.158  0.46
H13 2.816 3.987 -0.344  0.51
H14 0.032 3.977 0.649  0.55
H15 0.128 5.207 2.762  0.47
H16 1.534 4.385 4.625  0.42
H17 2.877 2.325 4.340  0.48
H18 2.777 1.070 2.230  0.40
H19 1.877 1.623 -3.061  0.35
H20 0.592 2.569 -4.911  0.45
H21 -1.613 3.616 -4.496  0.42
H22 -2.556 3.632 -2.200  0.56
H23 -1.302 2.612 -0.354  -0.14
O7 1.684 -3.189 -0.050  -0.67
S2 3.009 -3.873 -0.523  0.29
C28 2.835 -5.584 -0.013  -0.66
C29 2.001 -6.268 -1.089  -0.51
C30 2.602 -5.781 -2.406  -0.72
C31 2.732 -4.261 -2.280  -0.58
H24 2.401 -5.568 0.986  0.40
H25 3.849 -5.987 0.037  0.43
H26 0.960 -5.951 -1.001  0.18
H27 2.037 -7.352 -0.990  0.42
H28 1.989 -6.045 -3.266  0.36
H29 3.587 -6.227 -2.552  0.31
H30 1.807 -3.733 -2.515  0.29
H31 3.548 -3.824 -2.854  0.49
O8 -7.674 3.414 -0.443  -0.47
C32 -6.488 4.048 -0.241  0.65
O9 -6.419 5.233 -0.404  -0.56
C33 -5.340 3.199 0.179  0.72
C34 -5.228 1.851 -0.149  -1.13
C35 -4.109 1.123 0.217  -0.63
C36 -3.059 1.711 0.936  -0.14
S3 -1.610 0.807 1.333  0.12
C37 -3.200 3.067 1.274  -0.19
C38 -4.309 3.799 0.892  -0.89
H32 -7.597 2.492 -0.164  0.31
H33 -5.999 1.359 -0.735  0.31
H34 -4.024 0.079 -0.062  0.44
H35 -2.414 3.538 1.853  0.44
H36 -4.396 4.849 1.142  0.45

Forces on atoms 1 to 6 (eV/Å):
V 0.0 -0.7 -0.5
C 0.0 0.1 0.1
O 0.0 -0.1 -0.1
C -0.1 0.1 -0.1
C 0.0 0.0 0.0
C 0.0 0.0 0.0

Values from the calculation:
2S+1: 2
HOMO level (alpha / beta) (eV): -8.81 / -8.81
Maximum force (eV Å⁻¹): 1.77
Electronic energy (Eh): -4626.5688
Net charge: +1
Orbital gap (alpha / beta) (eV): 4.234 / 4.718

=====

Here is the molecule C3H4N4O in a non-equilibrium geometry from the Open Molecules 2025 dataset. Energies are from ωB97M-V/def2-TZVPD.

Last column: Mulliken charge in e.
Geometry (Å):
N1 0.187 -2.443 0.967  -0.38
N2 0.102 -1.160 1.493  -0.33
C1 -0.085 -0.159 0.514  0.36
C2 -0.575 -0.551 -0.819  -0.49
C3 -0.116 0.420 -1.713  -0.30
O1 0.693 1.393 -1.139  -0.27
N3 -0.065 1.979 -0.027  -0.19
N4 -0.280 1.193 0.859  -0.04
H1 0.601 -2.418 0.111  0.27
H2 0.304 -3.176 1.852  0.31
H3 -1.082 -1.402 -1.050  0.60
H4 -0.315 0.612 -2.736  0.46

Forces on atoms 1 to 6 (eV/Å):
N -1.8 0.4 6.9
N -0.7 3.3 -3.2
C -0.5 -6.3 3.1
C 3.8 5.2 -1.5
C -0.2 -1.8 2.7
O -1.2 -0.4 -1.2

Values from the calculation:
HOMO level (eV): -8.62
Maximum force (eV Å⁻¹): 7.11
Electronic energy (Eh): -410.7735
Orbital gap (eV): 8.031
SMILES: N/N=c1\cconn1

=====

Here is a structure of composition C21H20BCl2F4N4O6S2W in a non-equilibrium geometry from the Open Molecules 2025 dataset. Energies are from ωB97M-V/def2-TZVPD.

Last column: Mulliken charge in e.
Geometry (Å):
W1 0.378 0.963 0.005  0.92
Cl1 4.016 -1.289 -1.652  -0.16
C1 4.180 -1.006 0.025  0.35
C2 4.407 -2.176 0.816  -0.53
C3 4.531 -2.075 2.206  -0.48
C4 4.553 -0.753 2.774  -0.53
C5 3.973 0.254 2.070  0.33
Cl2 3.304 1.606 2.936  -0.18
C6 3.768 0.183 0.662  -0.01
S1 2.898 1.395 -0.281  -0.11
H1 4.506 -3.149 0.289  0.34
H2 4.639 -2.946 2.831  0.41
H3 4.931 -0.569 3.798  0.34
O1 -0.532 -3.701 4.023  -0.60
C7 -0.430 -2.828 3.188  0.32
C8 0.898 -2.075 2.951  0.17
O2 1.990 -2.277 3.485  -0.61
C9 0.512 -0.968 2.122  0.83
C10 -0.832 -0.941 1.783  0.63
O3 -1.230 0.092 1.074  -0.89
C11 -1.492 -2.144 2.311  -0.17
O4 -2.635 -2.551 2.152  -0.74
O5 1.345 -0.086 1.690  -0.45
C12 -1.218 4.552 -0.218  -1.33
C13 -0.911 3.754 1.025  2.60
C14 -2.232 3.120 1.507  -1.43
C15 -0.325 4.649 2.131  -1.97
C16 0.204 2.755 0.806  -0.74
H4 -2.032 5.336 -0.072  0.36
H5 -1.580 3.861 -0.953  0.17
H6 -0.354 5.066 -0.656  0.35
H7 -2.950 3.896 1.860  0.49
H8 -2.016 2.361 2.290  0.26
H9 -2.754 2.545 0.712  0.14
H10 -0.986 5.542 2.228  0.44
H11 0.682 5.015 1.815  0.43
H12 -0.300 4.131 3.080  0.40
H13 1.173 3.123 1.124  0.32
S2 1.485 2.033 -2.633  -0.22
C17 1.510 0.800 -3.759  0.67
N1 1.472 0.009 -4.659  -0.76
F1 -1.137 1.190 -1.271  -0.32
B1 -2.643 1.294 -2.533  0.81
F2 -3.633 0.649 -1.873  -0.27
F3 -2.681 2.640 -2.599  -0.26
F4 -2.052 0.669 -3.588  -0.28
C18 -2.587 -3.345 -3.685  -1.18
N2 -1.636 -2.816 -2.746  0.22
C19 -0.498 -1.872 -2.975  -0.07
C20 -0.073 -1.726 -1.497  0.16
O6 0.781 -0.909 -1.088  -0.60
N3 -0.712 -2.564 -0.701  -0.41
C21 -1.736 -3.117 -1.470  0.23
N4 -2.670 -3.907 -0.895  -0.40
H14 -2.323 -3.210 -4.791  0.31
H15 -3.552 -2.924 -3.467  0.40
H16 -2.675 -4.426 -3.551  0.43
H17 -0.794 -0.900 -3.462  0.15
H18 0.325 -2.265 -3.545  0.30
H19 -2.663 -3.904 0.146  0.20
H20 -3.582 -4.066 -1.294  0.24

Forces on atoms 1 to 6 (eV/Å):
W 2.1 1.8 0.4
Cl 0.1 0.3 -0.6
C -0.9 -0.9 2.0
C 0.3 0.3 0.1
C 0.8 1.9 -1.0
C 0.1 -2.0 0.8

Values from the calculation:
HOMO level (eV): -5.00
Maximum force (eV Å⁻¹): 3.74
Electronic energy (Eh): -3691.1452
Net charge: -1
Orbital gap (eV): 6.097

=====

Summary of ΔE to the lowest compared entry with this formula, charge and spin in kJ/mol
104.5; 603.2; 0.0
(order as listed above)